Entry 1:
Here is an isolated ion of composition C6H17N3 and charge +2 in a non-equilibrium geometry from OMol25. Energies are from the ωB97M-V functional and the def2-TZVPD basis.

Output
E_HOMO = -18.7086 eV
Kohn-Sham gap = 10.499 eV
Total energy = -10948.2528 eV
Energy above the lowest of the compared OMol25 structures with the same formula, charge and spin = 177.0 kJ/mol
Charge = +2

Element x y z (Å)
C  -0.370  1.595  2.126
C  -1.294  0.900  1.314
N  -1.293  0.676  0.059
C  -2.456  0.159  -0.615
C  -0.195  0.933  -0.866
N  0.708  -0.312  -0.991
C  2.007  0.140  -1.634
N  0.804  -0.794  0.426
C  0.725  -2.222  0.570
H  0.416  2.110  1.594
H  0.052  1.163  3.024
H  -0.820  2.417  2.580
H  -2.259  0.614  1.724
H  -2.035  -0.661  -1.269
H  -3.118  -0.182  0.084
H  -3.132  0.854  -1.121
H  -0.411  1.083  -1.883
H  0.370  1.752  -0.454
H  0.381  -1.134  -1.569
H  2.424  0.712  -0.873
H  2.592  -0.789  -1.690
H  1.808  0.501  -2.635
H  1.724  -0.438  0.665
H  1.438  -2.661  -0.101
H  0.958  -2.495  1.572
H  -0.325  -2.485  0.397

Mulliken atomic charge list, values in e, 8 entries:
1 C -1.381
2 C 0.735
3 N 0.130
4 C -0.842
5 C -0.835
6 N -0.134
7 C -0.939
8 N -0.254

Entry 2:
Here is C34H42N9O5S2Ti as an isolated structure in a non-equilibrium geometry from OMol25. Energies are from the ωB97M-V functional and the def2-TZVPD basis.

Output
E_HOMO (alpha / beta) = -4.6527 / -6.9580 eV
Multiplicity = 2
Kohn-Sham gap (alpha / beta) = 4.042 / 6.347 eV
Total energy = -104375.9310 eV
Energy above the lowest of the compared OMol25 structures with the same formula, charge and spin = 0.0 kJ/mol

Element x y z (Å)
Ti  -0.466  1.220  1.501
N  1.233  0.777  2.989
C  1.994  2.040  3.203
C  3.002  2.069  4.374
C  3.963  0.876  4.479
C  5.398  1.211  3.980
N  5.481  1.371  2.515
C  5.106  0.516  1.573
N  4.928  -0.797  1.744
N  4.990  0.999  0.272
C  0.966  3.189  3.236
O  1.149  4.215  3.872
O  -0.075  2.849  2.479
H  0.726  0.435  3.841
H  1.765  -0.017  2.619
H  2.553  2.238  2.253
H  2.416  2.181  5.343
H  3.561  3.032  4.319
H  3.511  0.097  3.839
H  4.029  0.447  5.486
H  6.102  0.431  4.271
H  5.717  2.160  4.407
H  5.902  2.267  2.204
H  4.970  -1.252  2.671
H  4.324  -1.269  1.026
H  5.282  1.969  0.143
H  4.962  0.345  -0.491
C  -3.975  0.688  -5.383
C  -2.952  -0.146  -4.616
C  -2.659  -1.513  -5.293
C  -1.619  0.642  -4.636
C  -3.425  -0.420  -3.195
C  -4.608  -1.171  -2.993
C  -4.986  -1.692  -1.773
C  -4.185  -1.420  -0.688
S  -4.439  -1.864  0.936
C  -2.992  -0.940  1.323
N  -2.404  -0.296  0.325
C  -3.057  -0.558  -0.856
C  -2.640  -0.117  -2.116
C  -2.554  -0.682  2.686
C  -3.190  -1.320  3.761
C  -3.013  -0.781  5.038
C  -2.209  0.326  5.234
C  -1.503  0.852  4.192
C  -1.602  0.327  2.913
H  -3.713  0.878  -6.417
H  -4.041  1.691  -4.917
H  -4.965  0.235  -5.344
H  -2.259  -1.445  -6.302
H  -3.587  -2.083  -5.300
H  -1.948  -2.109  -4.704
H  -1.375  0.913  -5.654
H  -0.767  0.056  -4.200
H  -1.679  1.616  -4.052
H  -5.235  -1.389  -3.877
H  -5.888  -2.303  -1.608
H  -1.772  0.545  -2.152
H  -3.761  -2.241  3.571
H  -3.542  -1.185  5.903
H  -2.182  0.847  6.197
H  -0.853  1.741  4.369
N  -1.163  -5.066  -3.633
C  -0.627  -4.295  -2.661
C  0.396  -3.371  -2.997
C  0.895  -2.502  -2.022
C  0.437  -2.649  -0.737
C  -0.636  -3.437  -0.360
C  -1.164  -4.272  -1.346
S  1.169  -1.641  0.505
O  2.627  -1.572  0.330
O  0.600  -1.994  1.784
N  0.534  -0.141  0.131
C  1.330  0.767  -0.611
N  1.794  0.472  -1.818
C  2.444  1.450  -2.462
C  2.641  2.717  -1.918
C  2.088  2.953  -0.652
N  1.481  1.946  0.041
H  -0.709  -5.088  -4.528
H  -1.642  -5.927  -3.417
H  0.726  -3.359  -4.052
H  1.607  -1.696  -2.260
H  -0.985  -3.362  0.640
H  -1.951  -4.965  -1.114
H  2.812  1.166  -3.442
H  3.222  3.485  -2.444
H  2.297  3.861  -0.103
C  -1.593  3.523  0.139
O  -1.428  2.111  0.332
H  -2.546  3.768  0.617
H  -1.787  3.687  -0.952
H  -0.775  4.153  0.485

Mulliken atomic charge list, values in e, 8 entries:
1 Ti -1.183
2 N -0.020
3 C 0.833
4 C -0.835
5 C -0.052
6 C -1.234
7 N -0.078
8 C 0.640

Entry 3:
Here is one molecule with the formula C23H25N3O3S2 in a non-equilibrium geometry from OMol25. Energies are from the ωB97M-V functional and the def2-TZVPD basis.

Output
E_HOMO = -8.5703 eV
Kohn-Sham gap = 8.959 eV
Total energy = -56539.5730 eV
Energy above the lowest of the compared OMol25 structures with the same formula, charge and spin = 6.7 kJ/mol

Element x y z (Å)
C  -1.773  -4.167  -0.778
C  -1.001  -2.913  -0.452
N  0.245  -2.881  -0.177
N  0.978  -4.008  -0.140
C  2.319  -4.048  0.134
O  2.839  -5.118  0.386
C  3.069  -2.773  0.069
C  2.793  -1.790  -0.877
C  3.581  -0.660  -0.961
C  4.641  -0.476  -0.076
N  5.412  0.675  -0.144
S  4.848  2.140  -0.723
O  4.587  2.056  -2.124
O  5.785  3.103  -0.237
C  3.299  2.334  0.107
C  3.079  2.513  1.439
C  1.704  2.607  1.740
C  0.926  2.495  0.630
S  1.845  2.274  -0.801
C  4.925  -1.463  0.868
C  4.159  -2.608  0.921
C  -1.720  -1.636  -0.399
C  -1.386  -0.684  0.563
C  -2.109  0.484  0.676
C  -3.165  0.778  -0.185
C  -3.953  2.066  -0.005
C  -4.696  1.996  1.337
C  -2.994  3.266  -0.001
C  -4.982  2.287  -1.117
C  -3.465  -0.158  -1.169
C  -2.767  -1.347  -1.268
H  -2.835  -3.957  -0.855
H  -1.633  -4.909  0.009
H  -1.426  -4.598  -1.718
H  0.524  -4.923  -0.169
H  1.974  -1.915  -1.566
H  3.403  0.076  -1.728
H  6.141  0.776  0.544
H  3.872  2.585  2.160
H  1.320  2.751  2.733
H  -0.142  2.528  0.562
H  5.758  -1.331  1.543
H  4.388  -3.389  1.630
H  -0.566  -0.890  1.234
H  -1.850  1.172  1.467
H  -5.261  2.910  1.501
H  -4.003  1.867  2.164
H  -5.388  1.156  1.341
H  -3.560  4.194  0.013
H  -2.371  3.256  -0.893
H  -2.351  3.259  0.875
H  -5.730  1.498  -1.123
H  -4.499  2.331  -2.090
H  -5.497  3.231  -0.952
H  -4.259  0.023  -1.873
H  -3.033  -2.045  -2.049

Mulliken atomic charge list, values in e, 8 entries:
1 C -2.035
2 C 0.770
3 N -0.185
4 N -0.253
5 C 0.017
6 O -0.646
7 C 0.374
8 C -0.401

Entry 4:
Here is C31H16AgF9N2OP as an isolated structure in a non-equilibrium geometry from OMol25. Energies are from the ωB97M-V functional and the def2-TZVPD basis.

Output
E_HOMO = -5.8848 eV
Kohn-Sham gap = 7.815 eV
Total energy = -75182.6019 eV
Energy above the lowest of the compared OMol25 structures with the same formula, charge and spin = 0.0 kJ/mol
Charge = -1

Element x y z (Å)
Ag  12.957  11.347  10.074
O  11.459  7.954  9.664
C  12.432  8.636  9.840
N  13.419  9.272  10.045
F  22.084  11.362  13.356
C  21.972  11.546  12.012
F  22.672  10.550  11.447
F  22.644  12.675  11.682
C  20.557  11.566  11.549
C  19.507  11.463  12.452
C  18.214  11.525  11.950
C  17.920  11.631  10.589
C  18.990  11.732  9.719
C  20.305  11.720  10.189
P  16.142  11.794  10.047
C  16.138  13.398  9.147
C  15.508  14.418  9.868
C  15.521  15.721  9.412
C  16.141  15.996  8.208
C  16.683  14.975  7.410
C  16.662  13.690  7.893
C  16.099  17.417  7.688
F  15.248  17.540  6.648
F  15.702  18.294  8.649
F  17.295  17.863  7.252
C  16.126  10.590  8.651
C  15.266  10.800  7.567
C  15.175  9.868  6.537
C  15.906  8.670  6.603
C  16.677  8.409  7.728
C  16.779  9.365  8.727
C  15.812  7.618  5.505
F  15.257  6.499  5.988
F  17.048  7.266  5.066
F  15.156  8.016  4.418
H  19.674  11.366  13.510
H  17.338  11.445  12.592
H  18.833  11.872  8.662
H  21.133  11.824  9.538
H  15.003  14.225  10.802
H  15.084  16.518  10.000
H  17.139  15.109  6.454
H  17.166  12.928  7.312
H  14.703  11.708  7.531
H  14.552  10.052  5.707
H  17.252  7.484  7.820
H  17.464  9.161  9.550
N  7.447  19.514  10.946
C  8.255  18.716  10.720
C  9.199  17.655  10.551
C  10.023  17.594  9.455
C  10.934  16.559  9.366
C  10.986  15.546  10.319
C  10.118  15.624  11.416
C  9.232  16.668  11.532
C  11.771  14.372  10.149
C  12.333  13.296  10.052
H  9.977  18.395  8.747
H  11.574  16.531  8.512
H  10.178  14.842  12.151
H  8.521  16.758  12.342

Mulliken atomic charge list, values in e, 8 entries:
1 Ag -0.356
2 O -0.644
3 C 0.820
4 N -0.754
5 F -0.290
6 C 0.821
7 F -0.258
8 F -0.259

> The highest energy above the lowest of the compared OMol25 structures with the same formula, charge and spin belongs to which entry?

C6H17N3